(1)
Computed, not measured: 2 unconnected molecules or ions with the total composition C11H15ClN, with ωB97M-V with the def2-TZVPD basis set.

CARTESIAN COORDINATES (ANGSTROEM)
C 4.32 -0.92 0.09
C -1.21 0.21 -0.56
Cl 1.96 2.39 0.07
H 4.61 1.24 -0.15
H 1.29 -2.46 -0.20
H -0.30 0.23 1.57
C -0.98 1.11 1.59
C 3.77 0.42 0.04
H -0.58 1.81 2.32
C -1.95 0.07 -1.76
C -2.39 -0.70 -0.60
H -1.89 0.65 1.99
N -1.12 1.48 0.27
H -3.85 0.62 -0.04
C 2.45 0.70 -0.07
H 5.35 -1.02 0.07
C 1.58 -0.35 -0.05
H -0.11 1.92 -0.01
H 3.62 -2.96 -0.32
H -4.53 -0.95 -0.09
C 3.38 -1.92 -0.10
H -2.60 0.99 -2.03
C 2.00 -1.64 -0.20
H -1.91 2.10 -0.02
C -3.69 -0.41 0.22
H -1.65 -0.35 -2.71
H -3.43 -0.55 1.25
H -2.16 -1.71 -0.56

Calculated values
LUMO energy (alpha / beta), eV: -4.6 / -4.4
Energy, Eh: -942.6103
ΔE to the lowest compared entry with this formula, charge and spin, kcal per mole: 57.7
E_HOMO (alpha / beta), eV: -12.8 / -12.8
Gap between HOMO and LUMO (alpha / beta), eV: 8.13 / 8.37
Total charge: +1

natural (NBO) atomic charge list, values in e, 4 entries: C -0.18; C 0.27; Cl 0.03; H 0.25

***

(2)
Computed, not measured: a gas-phase ion, C11H15FN3 (charge +1), with ωB97M-V with the def2-TZVPD basis set.

CARTESIAN COORDINATES (ANGSTROEM)
H 1.22 -1.66 0.21
H 4.82 0.73 0.40
H 3.88 -1.26 0.35
N -1.14 -0.50 -1.91
H 3.34 3.00 0.36
H -2.44 -2.48 -0.57
H -1.14 2.63 -1.12
H 0.86 2.69 0.22
H -2.08 0.38 3.15
C 3.12 -0.52 0.39
C 0.91 0.51 0.30
H -1.09 -3.53 -0.41
C -0.63 0.38 0.35
H -1.51 -0.45 -2.86
C -1.61 -2.79 -1.09
N -0.61 -1.72 -1.42
C 3.71 0.73 0.34
C 1.73 -0.63 0.34
H -0.83 -0.71 0.32
C 2.94 1.89 0.30
N -1.34 1.77 -1.72
H -2.40 -0.48 1.65
C -1.39 1.09 1.36
C -0.97 0.67 -1.24
F -1.04 2.30 1.55
H -3.43 1.05 2.20
H -2.09 -3.36 -1.84
C -2.45 0.50 2.15
C 1.57 1.76 0.26
H 0.06 -2.02 -2.02

Calculated values
LUMO energy, eV: -5.9
Energy, Eh: -691.8840
ΔE to the lowest compared entry with this formula, charge and spin, kcal per mole: 56.0
E_HOMO, eV: -12.5
Gap between HOMO and LUMO, eV: 6.59
Total charge: +1

natural (NBO) atomic charge list, values in e, 4 entries: H 0.23; H 0.23; H 0.24; N -0.48

***

(3)
Computed, not measured: a molecular structure, C11H15FeN2O3, with ωB97M-V with the def2-TZVPD basis set.

CARTESIAN COORDINATES (ANGSTROEM)
C -1.84 0.12 1.87
H 3.92 1.54 0.95
C -2.40 -0.94 0.94
H 1.68 1.81 1.19
C 0.23 0.16 0.34
O -2.96 1.07 -1.90
H -3.48 -0.91 0.83
H -2.64 0.83 2.13
O -3.66 -2.70 -2.06
H 4.40 3.03 -0.94
H 0.66 0.69 -0.51
H 1.33 -1.57 -0.16
O -0.10 -1.34 -3.41
C -2.78 -2.18 -1.50
C -0.52 -1.32 -2.34
N 2.13 2.09 0.34
H 1.57 2.23 -0.51
C 4.03 2.01 -1.08
C -0.37 -2.29 0.89
H 4.87 1.35 -1.27
C -1.76 -2.23 0.95
H 3.34 1.98 -1.93
C -2.35 0.23 -1.39
H -1.06 1.79 0.73
N 3.35 1.49 0.10
H -2.36 -3.13 1.02
Fe -1.52 -1.23 -0.84
H 0.14 -3.25 1.06
C -0.65 0.91 1.25
H -0.06 1.33 2.09
C 0.39 -1.23 0.31
H -1.50 -0.33 2.83

Calculated values
LUMO energy (alpha / beta), eV: 3.2 / 0.7
Energy, Eh: -2026.8062
ΔE to the lowest compared entry with this formula, charge and spin, kcal per mole: 38.4
E_HOMO (alpha / beta), eV: -0.5 / -3.9
Gap between HOMO and LUMO (alpha / beta), eV: 3.76 / 4.60
Expectation value of S²: 6.0979
Spin multiplicity: 5
Total charge: -1

natural (NBO) atomic charge list, values in e, 4 entries: C -0.41; H 0.15; C -0.39; H 0.39